Computed, not measured: a 3-piece molecular cluster, C22H43N2O6PS2 overall in a non-equilibrium geometry, with ωB97M-V with the def2-TZVPD basis set.

Values from the calculation:
* frontier orbital gap: 8.81 eV
* SMILES string: COCCC[C@H]1[C@H](c2ccccc2)C[C@@H]([PH2]=S)OS1(=O)=O.COC[C@@H](C)N.COC[C@@H](C)N
* lowest unoccupied orbital energy: 0.00546 Eh

Atoms and positions in Å:
S  -1.692  -0.862  -3.799
S  -5.752  -0.538  -3.764
P  -5.150  -1.752  -2.366
O  -2.373  -2.067  -2.858
O  -0.611  -1.540  -4.634
O  0.098  -5.039  2.924
O  -2.624  -0.198  -4.770
O  -1.831  4.113  -1.268
O  2.559  3.308  0.867
N  2.205  -5.451  4.844
N  4.727  5.199  1.028
C  -0.821  0.386  -2.744
C  1.395  -6.588  4.389
C  -1.465  -0.868  1.139
C  -3.318  -1.565  -1.879
C  3.981  5.043  -0.228
C  3.027  6.225  -0.388
C  -0.754  -0.221  -0.113
C  -0.971  1.812  -3.522
C  -1.185  4.212  -2.559
C  1.659  -0.839  1.090
C  0.028  -6.128  3.841
C  -3.109  -0.043  -1.417
C  -3.252  3.856  -1.376
C  0.447  -5.424  1.603
C  1.272  3.897  0.967
C  0.971  -1.458  2.332
C  0.815  -0.246  -0.069
C  -0.623  -1.472  2.322
C  3.283  3.670  -0.306
C  -0.127  2.995  -2.822
C  2.209  -7.411  3.393
C  -1.585  0.455  -1.328
H  0.275  0.085  -2.693
H  -0.545  5.172  -2.536
H  1.699  -4.962  5.581
H  2.327  6.055  -1.211
H  2.233  -4.774  4.081
H  -2.595  -0.904  1.259
H  0.650  3.248  1.588
H  4.086  4.977  1.790
H  0.760  3.331  -3.467
H  2.642  3.594  -1.194
H  -3.775  4.421  -0.509
H  0.039  -4.680  0.916
H  0.039  -6.403  1.337
H  1.341  4.863  1.471
H  1.197  -7.233  5.253
H  -3.174  -2.215  -0.928
H  -3.737  4.239  -2.336
H  0.229  2.610  -1.800
H  -0.534  -6.963  3.407
H  2.682  -6.793  2.627
H  -0.566  -5.761  4.684
H  4.695  5.092  -1.057
H  4.058  2.904  -0.418
H  3.589  7.136  -0.611
H  -3.534  0.032  -0.341
H  -1.904  4.233  -3.452
H  1.406  0.210  -0.944
H  -3.529  2.745  -1.207
H  5.431  4.465  1.083
H  1.587  -1.864  3.196
H  -5.896  -1.392  -1.171
H  -1.636  1.580  -1.049
H  1.532  -5.417  1.487
H  3.012  -7.943  3.910
H  2.804  -0.795  1.044
H  -2.105  2.042  -3.506
H  1.583  -8.156  2.895
H  2.450  6.424  0.517
H  -1.166  -1.911  3.232
H  -5.495  -3.083  -2.781
H  0.791  4.007  -0.009
H  -0.621  1.663  -4.615
H  -3.758  0.652  -2.052

Atomic partial charges in e from the Mulliken method, atoms 1 to 4: 1.393, -0.352, 0.098, -0.340